Entry 1:
This record from the OMol25 dataset describes a single C17H30N4O5S molecule at a distorted geometry. The level of theory is the ωB97M-V functional and the def2-TZVPD basis.

Structure (ORCA input):
```
! wB97M-V def2-TZVPD RIJCOSX def2/J DEFGRID3
* xyz 0 1
O -3.56726 2.03013 1.93621
C -2.74815 1.27379 1.45277
N -2.08508 1.51776 0.30953
H -1.36570 0.87273 0.01086
C -2.18638 2.75717 -0.41883
C -1.87881 2.54142 -1.89849
H -2.54578 1.77821 -2.30028
H -2.06481 3.47353 -2.43607
C -0.43052 2.08651 -2.13799
N 0.53746 2.99365 -1.57679
C 1.20361 2.77166 -0.42827
O 1.13639 1.76702 0.25165
C 2.04765 4.00268 -0.13438
H 3.03625 3.72221 0.22279
C 2.06184 4.76432 -1.45797
H 2.09362 5.84375 -1.32594
H 2.92568 4.46352 -2.05146
C 0.77103 4.30351 -2.14237
H 0.86851 4.23544 -3.22905
H -0.06333 4.97841 -1.91163
H 1.55081 4.56992 0.65559
H -0.25439 1.10689 -1.68566
H -0.25193 2.00687 -3.21585
H -3.20238 3.13925 -0.28309
H -1.49271 3.49867 0.00176
C -2.38651 -0.08313 2.06843
C -2.84722 -1.19280 1.10628
C -2.20180 -2.53943 1.42704
N -0.75638 -2.42607 1.51204
S -0.04537 -2.15159 0.02609
O -0.30661 -0.84318 -0.51503
O -0.42862 -3.25821 -0.79834
N 1.55169 -2.23916 0.48242
C 2.13809 -3.56017 0.35319
H 1.37209 -4.28605 0.62068
C 2.62328 -3.79731 -1.08079
H 3.19369 -4.72500 -1.15113
O 3.49468 -2.77053 -1.50557
C 2.87361 -1.50420 -1.43516
H 3.61443 -0.78375 -1.78562
C 2.43132 -1.19141 -0.00615
H 1.89312 -0.24544 0.04020
H 3.30103 -1.15363 0.65688
H 1.99006 -1.47961 -2.09138
H 1.74602 -3.84786 -1.74075
H 2.97594 -3.62403 1.05440
C -0.35588 -1.53217 2.58022
C -0.88003 -0.11180 2.38383
H -0.30286 0.34973 1.58418
H -0.70018 0.46721 3.29186
H -0.73598 -1.96464 3.51144
H 0.73394 -1.53186 2.60913
H -2.55726 -2.93181 2.38436
H -2.41740 -3.26439 0.64093
H -2.58127 -0.93449 0.08165
H -3.93382 -1.28193 1.16137
H -2.94499 -0.18236 3.00508
*
```

Lowest unoccupied orbital energy (eV): 0.658
E_HOMO (eV): -8.968
Kohn-Sham gap (eV): 9.63
Energy relative to the best compared isomer or geometry (same formula, charge and spin) (eV): 0.129

Löwdin atomic charge list, values in e, 4 entries: number 1, O, carries 0.065; number 2, C, carries -0.473; number 3, N, carries 0.079; number 4, H, carries 0.079



Entry 2:
This record from the OMol25 dataset describes 3 unconnected molecules or ions with the total composition C23H44BrN3O15P2S at a distorted geometry. The level of theory is the ωB97M-V functional and the def2-TZVPD basis.

Structure (ORCA input):
```
! wB97M-V def2-TZVPD RIJCOSX def2/J DEFGRID3
* xyz 0 1
C -1.76368 -0.32681 1.01076
C -0.68240 0.49581 0.18722
O -0.91725 0.19719 -1.20782
P -0.22228 1.28555 -2.23320
O 0.07378 2.61677 -1.64188
C -1.28768 1.33629 -3.75048
C -2.26392 2.56281 -3.82027
N -3.69980 2.24977 -3.68366
C -4.27821 1.07538 -4.39756
S -4.42597 -0.40574 -3.30825
C -3.52356 -1.79764 -4.09577
C -4.29878 -2.30276 -5.41059
C -4.51437 3.00416 -2.98386
N -4.11687 4.18881 -2.29253
P -3.27125 3.89492 -0.77112
O -3.11279 2.24822 -0.51267
Br -4.69547 4.70970 0.82296
N -5.88938 2.63894 -2.97492
C -6.41687 2.29915 -1.64117
O -6.72395 0.89627 -1.60610
C -6.70389 0.37234 -0.29100
O -5.71835 -0.65351 -0.23546
C -6.05551 -1.69121 0.69304
C -4.93254 -1.68368 1.80705
O -4.80231 -0.31046 2.22982
C -6.61922 3.78875 -3.58611
O -6.87775 3.74854 -4.79762
O -6.94782 4.82130 -2.90937
O 1.23890 0.66112 -2.77435
C 1.84382 -0.21281 -1.79372
C 3.29243 -0.57886 -2.33875
H -2.62966 -0.48161 0.31729
H -1.33903 -1.33600 1.22971
H -2.06035 0.22394 1.93582
H 0.33828 0.17599 0.53129
H -0.83431 1.56424 0.45790
H -0.57388 1.43107 -4.61510
H -1.75884 0.33166 -3.85475
H -2.14441 3.00816 -4.84900
H -1.88494 3.33794 -3.11344
H -5.20087 1.32863 -4.96274
H -3.50833 0.80219 -5.17644
H -3.41299 -2.66219 -3.39295
H -2.49303 -1.51607 -4.43313
H -3.54178 -2.52475 -6.20975
H -4.84084 -3.23219 -5.11807
H -4.98169 -1.47559 -5.71063
H -3.50248 4.71406 -2.92670
H -3.92249 1.73608 -0.71832
H -7.40380 2.83488 -1.56019
H -5.80671 2.65510 -0.77326
H -6.48215 1.12522 0.51025
H -7.74359 -0.01749 -0.09007
H -7.08146 -1.61177 1.12613
H -6.00678 -2.65924 0.11802
H -3.98895 -2.01946 1.31054
H -5.24866 -2.33155 2.66436
H -4.17072 -0.33764 2.97020
H 2.00084 0.35846 -0.84194
H 1.29916 -1.17090 -1.61796
H 3.20002 -1.42071 -3.08081
H 3.74453 0.29783 -2.87607
H 3.96465 -0.90558 -1.50491
C 8.10423 -1.88159 1.61043
C 6.71214 -1.64868 2.15448
C 5.87916 -2.89054 2.30135
O 4.55203 -2.36404 2.23210
C 4.62032 -1.23320 1.47583
O 3.67508 -0.63427 1.06799
O 5.91303 -0.88217 1.24288
H 8.12093 -2.70529 0.89180
H 8.47131 -0.99638 1.09075
H 8.79646 -2.12726 2.41568
H 6.76839 -1.08602 3.09025
H 6.04583 -3.40608 3.24663
H 6.00716 -3.60037 1.47904
C 9.44215 -2.09731 7.88433
C 9.03503 -0.88320 7.07757
C 7.55304 -0.72504 6.88459
O 7.49403 0.05032 5.68523
C 8.61550 -0.24645 4.97251
O 8.80838 0.08523 3.84606
O 9.48566 -0.98069 5.72047
H 8.76622 -2.93822 7.71295
H 10.44330 -2.42980 7.60665
H 9.42989 -1.87150 8.95140
H 9.48547 0.01752 7.50692
H 7.06884 -0.20482 7.70992
H 7.03462 -1.67123 6.70432
*
```

Lowest unoccupied orbital energy (eV): -0.559
E_HOMO (eV): -7.481
Kohn-Sham gap (eV): 6.92

Löwdin atomic charge list, values in e, 4 entries: number 1, C, carries -0.069; number 2, C, carries -0.273; number 3, O, carries -0.243; number 4, P, carries 0.604



Entry 3:
This record from the OMol25 dataset describes 4 unconnected molecules or ions with the total composition C7H12N5O3 at a distorted geometry. The level of theory is the ωB97M-V functional and the def2-TZVPD basis.

Structure (ORCA input):
```
! wB97M-V def2-TZVPD RIJCOSX def2/J DEFGRID3
* xyz 1 1
C -2.05907 -0.19712 1.63714
C -0.44224 0.01072 0.08230
C -4.56447 0.85858 -0.09188
C -0.03904 -2.72267 0.48968
C -0.88494 0.40408 1.35304
C -1.86714 -1.32253 -1.64962
C 1.02122 0.20346 -1.81692
N -2.40160 -1.01690 0.61656
N -0.44486 -2.85523 1.60164
N 2.29724 1.79148 0.98529
N 0.73664 0.38929 -0.56018
N -1.53937 -0.84649 -0.29607
O -4.21790 1.64590 0.64194
O -4.77281 0.09105 -0.90312
O 0.59734 -2.44088 -0.46243
H -2.62622 -0.09418 2.54756
H -0.32442 1.13698 1.82757
H -2.40149 -0.43687 -2.22151
H -1.03554 -1.75440 -2.12980
H -2.48384 -2.28355 -1.37737
H 0.56527 -0.32098 -2.65444
H 1.95055 0.55843 -2.05732
H 2.28651 2.78817 1.04868
H -1.05567 -2.78920 2.34289
H 1.93354 1.52568 1.92740
H 3.26153 1.51778 1.05542
H 1.43427 0.96278 0.18269
*
```

Lowest unoccupied orbital energy (spin up / spin down) (eV): -4.432 / -4.432
E_HOMO (spin up / spin down) (eV): -12.757 / -12.757
Kohn-Sham gap (spin up / spin down) (eV): 8.33 / 8.32
Energy relative to the best compared isomer or geometry (same formula, charge and spin) (eV): 0.769

Löwdin atomic charge list, values in e, 4 entries: number 1, C, carries -0.125; number 2, C, carries -0.196; number 3, C, carries -0.476; number 4, C, carries -0.396



Number 1: total energy -45149.97371 eV. Number 2: total energy -159201.98150 eV. Number 3: total energy -21038.12795 eV.